The following is a quantum chemistry calculation of C59H74N7O2SSiSr as an isolated structure, from OMol25.

Summary:
Net charge ... -1
Energy above the lowest of the compared OMol25 structures with the same formula, charge and spin ... 39.5 kJ/mol
LUMO level ... 2.18 eV
Total energy ... -96465.86345 eV
Orbital gap ... 0.2256 hartree

Each line ends with the Löwdin charge.
Positions of all 145 atoms, in Å:
C -2.349 1.712 3.937  -0.1627
C 2.850 -0.157 3.438  -0.7902
H -2.629 5.091 3.747  0.0983
C -1.827 -1.600 -2.680  -0.1460
H 0.119 -5.732 1.992  0.0919
H -4.767 -3.739 -2.403  0.0601
H 2.415 3.225 2.193  0.0369
C 3.826 -4.800 1.139  -0.0691
C 1.790 5.003 3.184  -0.0896
H 1.846 5.844 -3.392  0.0795
C 1.890 4.165 2.083  -0.1081
C 3.476 -1.504 5.110  -0.3635
C -2.842 -0.005 -5.376  -0.0515
C -1.890 1.946 -4.156  -0.0542
C 4.945 0.910 -0.695  -0.1012
H 2.834 0.607 -0.863  0.0683
C 2.272 -3.489 -2.059  -0.1088
H -1.116 -2.208 -3.223  0.0893
C 3.623 1.338 -0.723  -0.1312
H -4.095 -2.192 1.214  0.0525
H -6.155 -1.468 -1.982  0.0892
H 6.443 3.893 -0.137  0.0916
C -0.451 -2.365 1.514  -0.1821
H 4.133 -1.451 1.436  0.0817
H -0.216 0.572 -5.771  0.0842
H 6.999 1.501 -0.459  0.0895
C 1.122 6.216 3.080  -0.1105
N 1.265 -1.909 4.162  0.1543
H -2.598 -3.698 0.706  0.0563
H -3.851 0.253 -5.051  0.0815
N 4.082 0.116 3.917  0.0151
H -1.592 2.453 -5.079  0.0857
C -1.632 2.529 1.761  0.0029
H 1.967 6.096 -1.645  0.0634
C 1.320 4.485 0.846  -0.1913
H 1.232 -3.208 -1.886  0.1030
C -3.174 0.109 -2.132  -0.0696
N -1.570 0.178 2.212  0.1131
C -1.351 -2.217 2.591  -0.2772
C -4.524 -1.204 1.065  -0.0406
H -4.273 -3.779 0.148  0.0579
C 0.667 5.719 0.771  -0.1192
H -0.666 -3.806 -1.090  0.0460
H -5.456 -1.142 1.640  0.0848
H -0.542 5.393 -1.806  0.0563
H -1.231 2.269 -3.353  0.0491
C 5.653 3.170 -0.307  -0.1029
C -2.631 3.042 4.324  -0.0488
C 3.282 2.681 -0.549  -0.2135
H -1.485 -5.324 -1.456  0.0848
H -0.338 -1.018 -5.000  0.0821
H -2.884 0.770 5.807  0.1126
H 0.798 -3.865 0.598  0.0538
C -3.253 -4.075 -0.079  -0.0459
C 2.088 5.355 -2.439  -0.0937
N 2.469 -1.216 4.225  -0.0948
C -3.763 -4.147 -2.526  -0.0449
C -1.851 1.444 2.643  -0.2032
H -3.221 -5.169 -0.047  0.0842
H 0.213 6.037 -0.157  0.0723
H -3.644 1.080 -2.131  0.0872
H 2.959 -5.717 -0.608  0.1111
H 1.087 -2.166 3.189  0.0565
H -3.415 -3.872 -3.524  0.0824
H -2.313 -1.484 5.025  0.0960
H -1.676 -5.423 3.690  0.0911
C 4.327 3.585 -0.339  -0.0999
H 3.147 -3.539 5.610  0.0777
C 2.362 -1.204 -2.926  -0.5213
C 3.115 -0.237 -3.799  0.0181
C -2.522 0.608 4.798  -0.0123
C 3.241 -4.794 -0.117  -0.0395
C -0.420 0.059 -4.826  -0.0567
H 0.339 0.342 -4.100  0.0465
C 3.886 -2.423 1.025  -0.1301
H 4.020 -5.735 1.649  0.1048
H 4.616 -3.543 2.705  0.0981
H -1.133 -4.189 -2.760  0.0734
C 0.059 -3.668 1.371  -0.1906
C -0.277 4.522 -2.406  -0.0960
C -2.796 -3.595 -1.461  -0.5148
C -1.434 -4.262 -1.714  -0.0685
C 0.566 6.575 1.862  -0.1075
C -3.551 -0.980 -1.306  -0.1573
H -6.848 -1.567 -0.352  0.0769
C -2.684 -2.075 -1.645  -0.1969
C -1.744 -0.842 3.026  -0.2661
H -1.182 2.340 0.793  0.0727
H -2.904 2.265 -3.908  0.0825
N 4.480 -0.703 4.945  0.1039
H -5.658 0.884 -1.394  0.0795
H -6.185 0.632 0.274  0.0783
C -2.217 -0.641 4.358  -0.0204
H -1.722 4.628 1.487  0.0958
C -4.790 -0.870 -0.405  -0.5231
C -1.816 -3.312 3.333  -0.0741
C -1.813 0.429 -4.317  -0.5499
H 3.729 -2.646 -3.350  0.1385
C 5.966 1.828 -0.487  -0.1115
H -2.646 0.486 -6.336  0.0743
C 1.197 4.126 -2.243  -0.5847
H -4.570 1.276 -0.051  0.0814
H 0.518 -1.261 4.407  0.0895
H 4.685 0.838 3.564  0.1455
H -2.593 -3.194 4.081  0.0951
C 1.550 3.108 -3.335  -0.1060
C -5.327 0.571 -0.402  -0.0802
H 1.039 6.874 3.937  0.0918
N 3.314 -2.409 -0.173  0.1522
H 2.593 -2.400 6.824  0.0813
C 4.155 -3.591 1.727  -0.0582
C -1.310 -4.583 3.113  -0.1090
H -3.830 -0.475 1.475  0.0645
C -5.942 -1.735 -0.944  -0.0546
C -1.915 3.804 2.161  -0.0613
H -2.803 -1.087 -5.523  0.0804
H 3.144 5.076 -2.474  0.0673
N 2.831 -2.479 -2.930  0.0778
H 1.017 2.165 -3.193  0.0523
C 2.987 -3.573 -0.729  -0.2792
H 2.231 4.706 4.129  0.0956
C -0.324 -4.753 2.152  -0.1078
H -0.489 4.777 -3.452  0.0822
H 1.291 3.497 -4.329  0.0885
H 4.189 -0.429 -3.782  0.0845
Si 1.451 3.206 -0.583  0.4081
H -0.947 3.713 -2.113  0.0602
S 2.032 0.564 2.192  0.7496
H 2.270 -4.459 -2.558  0.1261
H -3.825 -5.240 -2.463  0.0779
H -3.010 3.225 5.324  0.1048
H 2.923 0.775 -3.453  0.0557
C 3.388 -2.598 6.105  -0.0166
H 2.624 2.901 -3.327  0.0692
H 0.049 7.522 1.758  0.0945
H 4.101 4.634 -0.172  0.1013
H 2.751 -0.336 -4.823  0.0925
O 1.364 -0.877 -2.305  -0.0583
H 5.170 -0.144 -0.822  0.0886
Sr -0.415 -0.398 -0.365  1.3119
C -2.422 4.070 3.451  -0.0804
C -2.157 -0.278 -3.019  -0.2688
H -5.721 -2.797 -0.912  0.0465
O 0.495 1.945 -0.449  -0.4960
H 4.338 -2.679 6.626  0.0771

The following is a quantum chemistry calculation of an isolated ion of composition C59H75N4 and charge +1 at a distorted geometry, from OMol25.

Summary:
Net charge ... +1
Energy above the lowest of the compared OMol25 structures with the same formula, charge and spin ... 0.0 kJ/mol
LUMO level ... -2.89 eV
Total energy ... -68353.50753 eV
Orbital gap ... 0.2482 hartree

Each line ends with the Löwdin charge.
Positions of all 138 atoms, in Å:
C 2.588 4.324 2.119  -0.3784
H -6.683 1.589 1.227  0.0849
C 0.618 5.291 3.379  -0.0232
H 2.664 -1.223 3.900  0.0641
H -1.487 -6.079 1.564  0.1271
H -0.134 -2.062 -0.187  0.1057
H -5.311 2.375 0.417  0.0740
N 3.033 0.424 1.997  0.0432
H 4.057 -5.724 -5.062  0.1026
C 1.526 -3.810 -3.847  -0.1858
H 1.792 -4.773 -5.742  0.1120
C 4.908 1.061 0.508  -0.1046
C 4.036 -4.772 -3.111  -0.0782
H -1.079 6.063 4.484  0.1208
H 0.539 -2.218 1.905  0.0432
C 2.600 5.577 1.233  -0.0549
C -0.298 1.476 5.169  -0.3708
H -0.772 2.480 -1.526  0.0932
C 2.013 -4.691 0.521  -0.0323
C 0.669 -6.506 1.486  -0.2721
C -1.762 1.196 5.458  -0.0483
C 0.043 2.614 -0.799  -0.0346
H -2.312 1.031 4.521  0.0873
H -0.310 -8.432 1.912  0.0858
H 1.671 5.704 0.655  0.0798
H -0.400 -3.373 -4.714  0.1645
C 1.810 -0.072 1.489  -0.1016
H 3.838 -3.446 -1.357  0.0937
C 2.049 -3.456 -2.563  -0.1118
H -0.576 5.028 0.460  0.0786
H 2.668 -1.823 0.580  0.1143
C -2.712 -0.480 2.243  0.0220
H 0.678 1.718 -0.839  0.0608
C -1.272 1.694 1.209  -0.0884
H -4.713 0.187 -0.927  0.0832
C -0.491 5.175 4.219  -0.0451
C 0.854 0.671 2.115  -0.0762
C 2.226 -4.605 -4.750  -0.0215
C -0.486 -5.761 1.227  -0.0397
H -1.864 0.317 6.101  0.0725
C 3.459 1.547 -1.513  -0.0423
N 2.823 1.490 2.827  0.1904
H 5.727 0.568 4.925  0.0894
H 3.974 3.239 3.333  0.0584
H 0.666 3.460 -1.132  0.0860
H -1.636 -2.376 -1.298  0.0572
C 4.760 0.082 4.784  -0.0571
C -2.652 1.621 1.061  0.0300
C -0.609 0.661 1.948  -0.0462
C -0.129 -2.746 -2.725  -0.2457
C 0.659 1.344 6.362  -0.0233
H 3.432 -2.485 2.861  0.0793
C 0.856 -3.947 0.266  -0.2250
C -0.485 2.857 0.611  -0.3661
H 8.177 0.080 0.622  0.1185
H 0.574 -3.179 3.395  0.1057
H 1.442 -8.356 2.296  0.0770
C 0.970 -2.768 -1.855  -0.0995
C -0.698 -1.408 3.496  -0.3609
H -1.767 -1.364 -2.774  0.0950
C -0.373 -4.561 0.522  -0.0691
H -1.278 -4.058 0.193  0.1098
H 3.932 4.176 -0.647  0.0706
C 1.773 -1.142 0.448  0.0160
H 0.428 2.132 7.095  0.0933
H 0.262 -7.491 3.302  0.0868
H -2.434 -2.580 4.151  0.0876
C 6.266 0.975 0.149  -0.0131
H 3.438 5.525 0.526  0.0581
H -2.119 4.193 0.065  0.0857
C 3.477 -5.125 -4.357  -0.0896
H 2.829 -6.570 1.193  0.1164
C -1.627 -1.960 4.587  -0.0493
C 3.843 4.267 2.980  -0.0465
N 0.219 -3.315 -3.919  0.1289
C 4.853 -1.025 3.740  -0.3500
H -1.556 4.318 1.765  0.0813
H 4.053 0.839 4.434  0.0447
C -0.092 2.788 4.433  -0.1110
C -5.600 1.750 1.268  -0.0676
C -0.073 -2.568 2.750  -0.0504
H 1.693 1.486 5.999  0.0777
H -3.190 2.405 0.518  0.1147
H 2.924 2.363 -2.015  0.0850
H 3.141 2.198 0.496  0.0920
H -6.144 -0.576 -0.227  0.0820
H -1.701 3.851 5.418  0.1137
H 0.011 0.726 4.444  0.0719
H 4.404 -0.282 5.752  0.0876
C 3.368 -3.847 -2.259  -0.0359
H 0.412 2.964 1.231  0.0880
H 4.983 -5.262 -2.813  0.1068
H 6.638 1.504 -0.741  0.1258
C -3.374 0.530 1.535  -0.1671
C -1.521 -2.372 -2.392  -0.0121
H 0.865 6.279 2.972  0.1209
H -3.243 -1.359 2.596  0.1231
C -1.234 4.185 0.722  -0.0459
C 3.556 -1.855 3.756  -0.0570
H 4.285 1.194 -2.145  0.0966
H 3.604 -2.527 4.626  0.0926
C -5.083 -0.372 -0.061  -0.0606
H 3.003 -4.290 0.216  0.0971
H 4.739 4.575 2.430  0.0771
H 1.661 -0.684 -0.526  0.0729
C 0.930 2.890 3.466  -0.0653
H -2.209 -3.142 -2.781  0.0980
C -4.870 0.399 1.246  -0.3793
C 3.993 2.063 -0.190  -0.3745
C -0.830 3.932 4.760  -0.0060
H 0.580 0.356 6.842  0.0888
N 1.497 1.659 2.888  0.0785
C 1.367 4.160 3.015  -0.1304
C 7.136 0.223 0.938  -0.0402
C 1.910 -5.976 1.072  -0.0217
C -1.359 -0.393 2.552  -0.1205
H 2.579 3.442 1.467  0.0839
H -2.084 -1.151 5.176  0.0486
H -5.288 -0.225 2.047  0.1343
H -1.014 -2.582 5.260  0.0960
C 0.863 -2.542 -0.365  -0.1088
C 4.670 3.416 -0.363  -0.0542
H 5.425 3.352 -1.158  0.0907
C 4.405 0.262 1.551  -0.0853
H -0.875 -3.237 2.369  0.0877
C 0.507 -7.784 2.270  -0.0561
C 5.287 -0.427 2.391  -0.1232
H 5.155 3.725 0.572  0.0805
C 6.647 -0.432 2.074  -0.0203
H 2.772 6.475 1.850  0.0915
H 0.160 -0.918 3.988  0.1092
H 5.673 -1.714 4.007  0.1336
H -4.551 -1.331 -0.044  0.0755
H -5.355 2.286 2.194  0.0874
H 7.354 -0.966 2.721  0.1244
H 3.711 4.937 3.843  0.0988
H 2.769 0.708 -1.363  0.0541
H -2.249 2.028 5.982  0.0781

The following is a quantum chemistry calculation of C5CrF15O15S5 as an isolated structure at a distorted geometry, from OMol25.

Summary:
Net charge ... -3
Energy above the lowest of the compared OMol25 structures with the same formula, charge and spin ... 249.5 kJ/mol
LUMO level (alpha / beta) ... 6.48 / 6.48 eV
2S+1 ... 5
Total energy ... -159260.37605 eV
Orbital gap (alpha / beta) ... 0.2148 / 0.2896 hartree

Each line ends with the Löwdin spin population.
Positions of all 41 atoms, in Å:
O 1.710 3.536 0.175  0.0023
O 0.788 -0.430 -2.489  0.0376
S 0.290 3.422 -0.235  0.0052
O -0.635 3.870 0.808  0.0014
O -0.881 1.284 3.494  0.0011
F -0.288 -1.826 3.747  0.0002
F 0.952 4.245 -2.691  0.0000
F 2.411 -3.603 -0.275  0.0001
F 3.465 0.472 -4.201  0.0006
F -1.133 4.348 -2.152  0.0001
C -4.468 -1.035 -0.282  0.0003
F -5.691 -0.736 0.103  0.0001
C 0.553 -0.896 4.195  0.0025
O -2.005 -0.059 -0.242  0.0322
F -4.011 -2.138 0.224  0.0001
O 2.938 -1.684 -2.086  0.0053
O -3.488 0.870 1.512  0.0028
O 0.587 0.388 1.707  0.0450
O -3.834 1.516 -0.843  0.0021
O 1.579 1.531 3.572  0.0039
S 2.184 -0.414 -1.975  0.0120
S -3.356 0.487 0.065  0.0073
F 0.324 -0.604 5.477  0.0007
F 1.327 -5.597 -0.378  0.0004
O -0.558 -3.881 -1.645  0.0019
C 0.124 4.547 -1.719  0.0000
F 4.240 1.325 -2.311  0.0007
Cr 0.027 0.024 -0.331  3.7423
O -1.278 -3.864 0.751  0.0020
S 0.437 0.739 3.104  0.0087
F 1.738 -1.392 4.001  0.0002
C 3.154 0.927 -3.032  0.0013
C 1.358 -4.309 0.173  0.0009
F -4.509 -1.097 -1.609  0.0001
F 0.317 5.776 -1.318  0.0000
S -0.280 -3.470 -0.244  0.0072
O -0.035 -2.002 -0.249  0.0270
F 2.427 2.007 -3.117  0.0002
O -0.116 2.040 -0.631  0.0264
O 2.185 0.073 -0.603  0.0174
F 1.451 -4.389 1.547  0.0001

The following is a quantum chemistry calculation of one molecule with the formula C5H10 at a distorted geometry, from OMol25.

Summary:
Energy above the lowest of the compared OMol25 structures with the same formula, charge and spin ... 269.6 kJ/mol
LUMO level ... 1.24 eV
Total energy ... -5344.47130 eV
Orbital gap ... 0.3955 hartree

Each line ends with the natural charge from an NBO analysis.
Positions of all 15 atoms, in Å:
H 0.032 -2.051 -0.716  0.2210
H 2.191 1.214 -0.971  0.2064
H -2.696 -0.010 1.069  0.2169
C -1.788 0.717 0.674  -0.6164
H 2.800 -0.120 -0.295  0.2089
C -0.133 -1.340 0.159  -0.4297
C 1.858 0.180 -0.790  -0.6155
C -0.778 -0.074 -0.246  -0.2669
H -2.267 1.723 -0.054  0.2187
H -0.953 0.136 -1.325  0.2145
H -0.409 -1.800 1.101  0.2190
H 1.723 -0.249 -1.726  0.2064
H -1.150 1.149 1.657  0.2128
H 0.888 0.530 1.239  0.2162
C 0.682 -0.005 0.224  -0.2122

The following is a quantum chemistry calculation of a 2-piece molecular cluster, C5H10 overall at a distorted geometry, from OMol25.

Summary:
Energy above the lowest of the compared OMol25 structures with the same formula, charge and spin ... 275.6 kJ/mol
LUMO level ... 1.18 eV
Total energy ... -5344.40993 eV
Orbital gap ... 0.3912 hartree

Each line ends with the natural charge from an NBO analysis.
Positions of all 15 atoms, in Å:
H 0.995 -0.183 1.381  0.1966
H -1.759 -2.308 0.156  0.1877
H 1.727 2.967 0.684  0.2254
H -1.363 -3.894 -0.725  0.1902
H 0.831 2.856 -0.811  0.2150
C 0.109 1.667 0.810  -0.1513
H -0.320 -2.145 -2.499  0.1953
C 0.278 0.578 1.590  -0.4330
C -1.267 -2.736 -0.664  -0.3652
H 2.043 1.578 -0.108  0.2205
H -0.435 -0.937 -1.219  0.1883
C -0.505 -1.989 -1.499  -0.3962
C 1.236 2.271 0.072  -0.6630
H -0.651 0.189 2.040  0.1885
H -0.921 2.087 0.793  0.2013

The following is a quantum chemistry calculation of one molecule with the formula C5H10 at a distorted geometry, from OMol25.

Summary:
Energy above the lowest of the compared OMol25 structures with the same formula, charge and spin ... 169.5 kJ/mol
LUMO level ... 1.07 eV
Total energy ... -5345.50952 eV
Orbital gap ... 0.3612 hartree

Each line ends with the natural charge from an NBO analysis.
Positions of all 15 atoms, in Å:
C 2.118 -0.231 0.012  -0.6592
H 0.320 2.014 -0.657  0.2262
H -1.914 -1.703 -0.728  0.2204
C -0.548 1.485 -0.049  -0.6509
H 2.392 -0.107 1.188  0.2225
H -2.637 -0.227 -0.172  0.2055
C -0.477 -0.030 -0.082  -0.0192
H 2.818 -0.927 -0.592  0.2250
C -1.760 -0.870 0.028  -0.6374
H -0.381 1.742 1.147  0.2200
H -1.879 -1.367 0.968  0.2175
H -1.527 1.911 -0.383  0.2237
C 0.654 -0.730 -0.089  -0.1939
H 2.204 0.873 -0.430  0.2092
H 0.617 -1.831 -0.160  0.1907